The following is a DFT calculation (ωB97M-V/def2-TZVPD) of a structure of composition C24H36BN9O3Ru.

The energy above the lowest of the compared OMol25 structures with the same formula, charge and spin is 0.00 kcal/mol. As for the expectation value of S²: 6.02. The electronic energy is -1774.01273 Ha. The net charge is +2. As for the spin multiplicity: 5. The HOMO energy (spin up / spin down) is -0.5359 / -0.5322 Eh.

Structure (XYZ):
```
74
Properties=species:S:1:pos:R:3:mulliken_spin:R:1
H 2.628 0.665 4.985 0.0066
N 2.191 0.202 0.161 0.0993
H -1.124 -0.066 -4.665 0.0015
N -0.355 -1.650 -3.511 0.0296
N -0.195 -1.425 0.856 0.0878
H 2.144 0.924 -2.449 0.0060
H 2.166 -3.803 3.120 0.0023
H 1.630 -1.995 -0.880 -0.0080
C -0.010 -2.805 -4.346 -0.0017
C -4.279 2.953 -1.984 0.0007
H 1.059 -3.298 -1.947 0.0002
C -0.135 3.090 -1.020 -0.0173
C -0.705 -3.493 1.476 0.0137
H 3.906 0.827 -2.632 0.0001
H -2.348 -1.367 -0.689 -0.0035
C 1.098 -3.754 3.330 -0.0015
C -1.569 3.102 2.000 0.0065
C 3.996 -0.568 1.172 0.0464
C 1.555 0.652 5.171 -0.0060
N -0.969 2.021 -0.689 0.1578
C -2.303 1.909 -1.039 -0.0392
H -0.251 -2.559 -5.377 0.0005
N 2.666 -0.412 1.279 0.0279
N 0.650 -1.795 1.862 0.0059
N 0.076 1.165 1.886 0.0881
C -0.766 4.200 -1.677 -0.0099
H 2.248 -1.210 3.346 -0.0009
C -2.119 -2.392 -0.401 0.0100
H -2.181 -1.480 -4.491 0.0010
H -4.547 3.864 -2.510 -0.0005
H -1.194 -4.450 1.547 0.0016
C -0.106 2.159 3.865 0.0424
C 0.283 -1.359 -2.406 -0.0246
C -1.035 -2.451 0.620 0.0121
N 0.890 0.508 2.780 -0.0358
O 1.042 2.948 -0.699 0.1084
O -0.046 -0.270 -1.808 0.0583
C 4.828 -1.195 2.236 -0.0012
H -1.981 3.695 2.814 0.0008
H 4.813 -0.599 3.149 0.0021
C -2.082 4.107 -1.948 0.0068
H 5.857 -1.271 1.897 0.0000
H 1.338 1.315 6.004 -0.0010
H -0.192 5.074 -1.940 0.0012
H 1.050 -3.029 -4.288 0.0005
H 5.386 0.000 -0.447 0.0027
H -1.848 -2.970 -1.287 0.0014
C 3.099 1.134 -1.969 0.0034
N -2.851 3.009 -1.652 -0.0036
Ru 0.064 0.502 0.027 2.9988
H -0.404 2.828 4.654 0.0001
H -4.480 2.092 -2.616 0.0001
H -2.615 4.913 -2.435 -0.0005
C 4.385 -0.042 -0.052 0.0132
H 3.159 2.213 -1.828 0.0009
C 3.230 0.441 -0.658 0.0360
H -4.872 2.866 -1.076 0.0005
O -2.923 0.888 -0.801 0.0584
H -0.589 -3.680 -4.048 0.0015
H 1.276 -0.363 5.453 0.0066
C 1.368 -2.255 -1.900 0.0190
H -1.136 3.792 1.276 -0.0005
H 4.472 -2.195 2.484 0.0021
C -1.480 -0.830 -3.974 0.0009
H -3.027 -2.838 0.003 0.0002
B 1.684 -0.780 2.396 0.0373
C -0.550 2.178 2.568 0.0171
C 0.361 -3.047 2.246 0.0458
H 2.258 -2.138 -2.524 0.0004
C 0.799 1.098 3.971 0.0883
H -2.387 2.551 1.536 -0.0038
H -1.975 -0.363 -3.128 -0.0037
H 0.967 -3.247 4.286 0.0022
H 0.719 -4.768 3.427 0.0000
```

---

The following is a DFT calculation (ωB97M-V/def2-TZVPD) of a structure of composition C24H36CaNO21.

The energy above the lowest of the compared OMol25 structures with the same formula, charge and spin is 133.53 kcal/mol. The electronic energy is -3248.24206 Ha. The net charge is +1. The HOMO energy is -0.4406 Eh.

Structure (XYZ):
```
83
Properties=species:S:1:pos:R:3:mulliken_charge:R:1
H 6.327 -8.679 3.471 -0.8679
C 6.909 -10.183 4.858 0.6795
O 7.415 -10.259 2.705 -0.3835
O 11.979 -4.104 7.102 -0.5573
H 12.369 -6.459 5.802 0.2924
H 8.486 -2.175 6.234 0.2599
C 9.329 -2.405 5.582 0.5064
H 6.249 -10.832 5.434 0.3265
O 7.199 -5.833 2.656 -0.7272
C 5.054 -10.342 3.062 -1.6300
H 9.627 -8.893 8.005 0.3882
H 8.245 -4.189 5.258 -0.2390
H 12.178 -8.329 2.537 0.3935
H 7.925 -5.576 0.238 -0.0490
H 8.652 -5.581 9.468 0.3628
O 2.211 -6.277 5.836 -0.3792
H 13.537 -7.093 4.619 0.3611
O 6.891 -7.506 8.584 -0.3961
O 12.697 -3.945 2.469 -0.6001
H 3.403 -8.567 7.635 0.0989
H 7.036 -9.280 5.456 -0.5639
C 8.368 -6.095 -0.613 -0.0320
C 8.501 -10.712 3.372 0.6082
C 11.461 -6.850 3.915 1.9001
O 13.078 -5.190 4.308 -0.3457
O 11.568 -5.928 2.848 -0.2889
O 3.572 -6.599 4.009 -0.6541
O 5.472 -9.248 8.686 -0.6565
H 8.022 -6.550 7.114 -0.4155
H 9.331 -0.303 4.993 0.3971
O 10.275 -4.472 5.725 -0.1330
H 10.333 -1.347 4.025 0.3775
H 0.178 -5.920 7.374 0.3328
C 3.028 -6.979 5.065 0.6243
O 10.513 -2.367 6.400 -0.3998
C 12.666 -6.451 4.753 -0.5318
C 2.113 -6.929 7.135 0.4712
C 9.243 -3.813 5.033 0.3507
H 8.750 -8.521 6.458 -0.2494
C 9.071 -7.370 -0.360 0.1749
C 0.610 -6.914 7.490 -1.3606
N 7.278 -6.209 3.822 1.2264
O 6.369 -5.792 4.515 -1.0179
H 7.497 -6.236 -1.253 0.3481
C 9.389 -1.304 4.568 -1.5191
H 9.183 -7.283 1.717 -0.3730
O 8.065 -7.067 4.187 -0.2072
H 11.592 -8.861 4.259 0.4071
H 7.685 -7.975 1.116 0.1746
H 8.489 -1.276 3.952 0.3327
C 6.358 -9.765 3.561 1.6994
C 6.587 -8.756 8.388 0.5864
Ca 4.953 -4.798 2.876 1.6158
C 8.766 -7.965 0.976 -0.5932
H 4.271 -9.976 3.726 0.2610
C 9.091 -6.463 9.001 -1.6611
H 10.513 -8.350 2.893 -0.3377
O 9.408 -5.377 -1.301 -0.3731
H 0.687 -7.073 8.566 0.4085
O 11.696 -5.562 -1.662 -0.6032
O 3.251 -8.123 5.581 -0.2124
C 2.656 -8.331 6.878 -0.2097
H 10.518 -6.666 4.429 -0.8551
O 7.661 -9.470 7.850 -0.3391
H 9.390 -3.896 3.956 0.0989
C 8.697 -8.558 7.546 0.2810
O 8.206 -10.700 4.692 -0.3451
O 10.434 -7.035 -0.359 -0.3062
O 9.535 -11.066 2.871 -0.5344
H 9.086 -9.002 1.068 0.6139
C 8.185 -7.175 7.992 1.3746
C 11.060 -3.685 6.427 0.4499
H 2.634 -6.469 7.975 0.2921
H 5.106 -11.431 3.072 0.4505
C 11.485 -8.235 3.373 -0.9537
C 10.608 -5.925 -1.092 0.6268
C 12.547 -4.946 3.161 0.5294
H 9.159 -7.145 9.849 0.4865
H 10.119 -6.320 8.668 0.3420
H 4.792 -10.018 2.055 0.3726
H 1.932 -9.146 6.848 0.3038
H 8.841 -7.977 -1.236 0.3606
H -0.055 -7.707 7.147 0.3531
```

---

The following is a DFT calculation (ωB97M-V/def2-TZVPD) of a structure of composition C24H36CeP2Si.

The energy above the lowest of the compared OMol25 structures with the same formula, charge and spin is 3.12 kcal/mol. As for the expectation value of S²: 0.75. The electronic energy is -2383.06794 Ha. The net charge is +1. As for the spin multiplicity: 2. The HOMO energy (spin up / spin down) is -0.3456 / -0.3450 Eh.

Structure (XYZ):
```
64
Properties=species:S:1:pos:R:3:mulliken_spin:R:1
H 2.467 -4.813 2.168 -0.0001
H -2.992 5.498 -4.429 0.0000
H -5.367 2.677 3.533 0.0000
H -1.100 -4.279 -1.279 0.0013
C -2.317 2.821 -1.577 -0.0025
H 2.975 -1.669 3.894 0.0000
H 3.916 -3.168 2.927 0.0000
C -1.211 -3.258 -1.614 -0.0158
Ce -0.438 -1.302 -0.448 1.0273
Si -2.500 1.387 -0.284 -0.0136
C 3.780 -3.166 1.840 0.0002
H -3.133 -2.581 -0.585 -0.0001
C -2.245 3.959 3.048 0.0005
C -2.343 -2.411 -1.312 0.0012
C -1.843 3.160 1.962 -0.0014
C -3.245 4.997 -2.322 -0.0001
H 2.609 -1.959 -1.314 -0.0001
H 4.483 0.010 1.986 0.0000
H 3.814 -5.158 1.000 0.0000
P 1.823 -4.019 -0.094 0.0011
C -2.185 -1.206 -2.103 0.0044
H 2.799 -0.003 3.272 0.0001
H 0.995 1.471 0.090 0.0001
H -3.852 0.705 -0.511 -0.0007
H 5.053 -1.184 0.779 0.0000
H -0.540 -0.517 -3.473 0.0008
C -0.373 -2.572 -2.567 0.0141
H 1.351 -1.054 3.395 0.0003
C -3.948 1.994 2.039 -0.0027
C 4.210 -0.536 1.072 -0.0002
H 1.708 1.894 1.616 -0.0002
H 1.596 -5.369 -2.093 0.0000
H 2.946 -5.968 -1.086 0.0000
H -3.852 5.895 -2.132 0.0000
C -2.706 2.202 1.391 0.0011
H 3.937 0.179 0.277 0.0000
H 1.249 -6.324 -0.660 0.0000
H 2.758 2.004 0.115 0.0001
P 2.762 -1.608 1.486 -0.0002
H -1.206 3.787 -4.728 0.0000
C 1.756 2.166 0.561 0.0003
H -3.867 4.477 4.411 -0.0001
C -1.752 3.815 -3.775 -0.0001
H -2.912 -0.414 -2.221 0.0009
C -2.999 4.033 -1.318 -0.0009
H 3.996 -2.980 -0.767 0.0000
H 2.948 -3.487 -2.174 -0.0002
C -4.370 2.815 3.092 0.0006
H 0.452 -3.037 -3.098 -0.0001
C -1.508 2.867 -2.759 0.0010
H 1.486 3.215 0.415 -0.0001
H -1.559 4.699 3.476 0.0000
H -3.343 4.265 -0.314 -0.0001
C -2.714 4.824 -3.605 -0.0001
C 2.972 -2.998 -1.188 -0.0011
H -4.600 1.195 1.697 0.0000
C 1.926 -5.574 -1.073 0.0004
C -3.538 3.836 3.585 -0.0012
C 2.431 -1.031 3.188 -0.0008
H -0.661 2.190 -2.870 -0.0002
H -0.845 3.309 1.563 0.0004
C 3.060 -4.411 1.325 -0.0001
H 4.777 -3.010 1.408 0.0000
C -0.967 -1.283 -2.837 -0.0132
```

---

The following is a DFT calculation (ωB97M-V/def2-TZVPD) of a structure of composition C24H36HgN5.

As for the expectation value of S²: 0.80. The electronic energy is -1363.30913 Ha. As for the spin multiplicity: 2. The HOMO energy (spin up / spin down) is -0.2871 / -0.2958 Eh.

Structure (XYZ):
```
66
Properties=species:S:1:pos:R:3:mulliken_spin:R:1
C -3.073 3.170 -0.952 0.2617
H 0.417 -2.506 -5.151 0.0000
H -0.981 1.647 3.165 0.0013
H 3.504 -0.670 -4.766 0.0000
H -5.100 1.998 1.293 -0.0039
H -0.336 -1.041 -1.925 0.0044
C -0.045 1.089 3.144 0.0677
H 2.517 -1.872 3.253 0.0000
H -4.371 3.434 2.006 -0.0040
H 0.426 0.647 -3.398 0.0019
N -0.064 0.835 0.670 0.5658
H -0.012 1.885 -1.583 0.0573
H -1.980 -0.239 4.565 0.0000
H 3.165 -1.686 -1.315 0.0001
H 1.432 -1.248 1.099 -0.0030
C -1.673 3.490 -3.029 0.0032
H 2.281 0.318 4.396 0.0002
C 1.471 -0.415 4.456 -0.0008
N 1.669 -0.499 -2.169 -0.0020
H -2.533 4.077 -3.347 -0.0003
H 1.973 -3.844 -3.960 0.0000
H -3.835 3.792 -1.407 0.0130
H 2.751 -2.137 -5.430 0.0000
C -2.320 1.855 0.910 0.1396
H -0.579 -1.312 -4.291 0.0004
C -1.005 -0.738 4.558 0.0030
Hg 2.731 1.997 -0.384 0.0018
H 2.154 0.159 1.874 -0.0066
H -0.795 4.138 -3.035 -0.0048
H 0.552 -2.981 4.324 -0.0001
C 2.971 -1.168 -2.257 0.0002
N 0.632 -2.506 -3.070 0.0007
H -2.512 1.463 1.898 0.0387
C -0.924 -1.712 3.378 0.0016
H 3.747 -0.414 -2.413 -0.0001
C 0.117 0.299 4.444 0.0039
H -1.725 -2.453 3.462 0.0003
C 0.432 -2.421 3.392 0.0014
C -0.935 2.120 -1.064 0.1401
H 0.061 0.993 5.288 -0.0004
N 1.423 -0.765 -4.574 0.0001
C -3.291 2.641 0.323 -0.0903
C 1.362 -0.588 1.968 0.0250
H 0.488 -3.135 2.565 -0.0001
C -1.892 2.910 -1.656 -0.0996
C 2.732 -1.424 -4.602 0.0001
H -0.909 -1.287 5.500 0.0000
H -1.504 2.702 -3.764 -0.0035
H 0.766 1.817 3.037 -0.0060
H 0.830 -2.050 -1.040 0.0009
H 1.593 -0.970 5.391 -0.0001
C -4.573 2.925 1.062 -0.0028
C 1.408 0.169 -3.446 -0.0046
C 1.959 -3.124 -3.138 0.0000
C 0.403 -1.789 -4.328 -0.0002
H 2.171 0.936 -3.608 0.0000
C -1.092 1.567 0.244 0.0545
C 0.002 0.135 1.929 -0.1933
H -2.090 -0.499 2.026 0.0045
H -5.238 3.554 0.472 -0.0013
H 2.153 -3.654 -2.202 0.0000
C 0.641 -1.526 -1.980 -0.0053
C 1.542 -1.375 3.266 0.0019
C -1.096 -0.945 2.064 0.0497
N 3.020 -2.137 -3.355 0.0000
H -1.012 -1.630 1.214 -0.0122
```

---

| no. | maximum force (eV Å⁻¹) |
| --- | --- |
| 1 | 0.13 |
| 2 | 6.44 |
| 3 | 7.43 |
| 4 | 0.38 |